Formula: C26H64AlClFNO12P3
Source: the OMol25 dataset
Level of theory: ωB97M-V with the def2-TZVPD basis set

```
109
Properties=species:S:1:pos:R:3:mulliken_charge:R:1
H -3.9100 -5.4800 -2.6346 0.231
C 1.1537 0.0821 3.4821 -1.289
H -2.8444 -1.1645 -0.0695 0.196
H 5.5040 5.4165 -0.0320 0.134
H 6.1996 7.5870 -5.3978 0.282
C 6.3931 3.8687 -1.2491 -1.145
C -6.3569 -2.5736 0.0501 -1.216
O -1.9349 -3.6156 2.2656 -0.790
H 1.6875 2.7714 1.4457 0.340
H -2.3893 -6.3088 4.9433 0.382
H 3.9190 6.4141 3.5373 0.327
C 8.6482 9.7089 -2.4528 -1.080
H -5.3723 -9.4778 -1.8628 0.294
H -5.9056 -3.8757 1.6954 0.331
H 8.1676 10.6339 -2.1322 0.290
H -1.7071 -6.7782 -3.0066 0.331
O 4.8161 6.4240 -2.0676 -0.778
H 7.1511 5.0043 0.4054 0.377
C -1.4244 3.5153 2.5624 0.327
H -0.3887 4.9280 1.2270 0.179
H -4.7656 -11.2188 -5.2652 0.348
H -5.1980 -7.4020 -0.5617 0.066
H -6.6920 -6.7884 -1.2556 0.257
O -5.5141 -7.9355 -3.2870 -0.358
O -3.9928 -2.2960 2.0642 -0.368
C 1.8275 0.8546 2.3625 0.447
O -4.3277 -3.8839 0.3058 -0.197
H 2.5938 5.9482 5.3417 0.386
H -3.8764 -0.3612 2.6989 0.293
H 5.0392 9.6558 -3.4597 0.262
H -6.7214 -8.1863 -0.1557 0.414
H 2.9818 4.4222 4.5587 0.248
C 8.3050 8.5671 -1.5215 -0.088
P 5.9734 7.3415 -1.8806 1.236
F -1.8824 2.3194 1.9092 -0.281
C 5.3916 9.3386 -4.4444 -0.934
H 7.3962 3.4954 -1.4665 0.306
H 9.7288 9.8576 -2.4860 0.396
H -2.1757 3.7691 3.3207 0.155
P -3.2204 -3.6238 1.5194 1.207
C -3.0854 -5.5975 4.4953 -1.202
H 8.6776 7.6282 -1.9186 0.266
H 3.1843 5.9240 1.2384 0.128
C 1.7966 2.3878 2.4658 -0.788
H -7.4447 -2.6308 0.1247 0.423
O -3.9892 -4.8053 2.3909 -0.393
C 5.6981 7.8502 -4.4657 -0.369
C -3.3182 -1.0257 2.0413 -0.474
H -3.7964 -6.7821 2.8483 0.381
H 2.7723 2.7252 2.8082 0.315
H 8.7861 8.7251 -0.5553 0.400
C -3.1577 -5.6613 -1.8618 -0.396
C -5.7260 -3.8219 0.6269 0.119
H -6.0320 -1.6893 0.5947 0.154
C -3.9671 -10.4852 -5.1367 -0.361
H 8.3104 9.4967 -3.4662 0.142
C 6.4767 5.1469 -0.4406 -0.148
C -2.3749 -6.9285 -2.1563 -0.562
H 5.9031 4.0337 -2.2077 0.272
O -4.2197 -9.7991 -3.9096 -0.386
H -2.7307 -4.5864 4.6896 0.284
H 4.6287 9.5807 -5.1851 0.386
C 2.3673 5.3241 4.4662 -0.633
H -2.6373 0.4544 0.6388 0.315
C -3.2431 -5.8537 3.0101 -0.398
H -2.2698 -5.9701 2.5336 0.357
O 6.5709 7.4664 -3.4077 -0.325
O -3.0031 -7.9411 -4.8569 -0.805
H -4.0490 -5.6978 4.9990 0.292
C 2.8845 6.1305 3.2747 -0.748
C -3.2564 -0.4424 0.6436 -0.798
H -0.0501 2.2989 4.8679 -0.443
H -1.8356 -10.5124 -4.7580 0.278
O -3.2389 -8.0457 -2.3874 -0.269
H 5.8510 3.0958 -0.7026 0.382
C -2.6236 -11.1843 -5.0951 -1.066
H 1.4127 0.5038 1.4200 0.307
H -3.6834 -5.7340 -0.9143 -0.173
C -6.1679 -7.6975 -0.9590 -0.947
H 0.0687 0.0740 3.3612 0.138
H -4.2521 -0.1702 0.2905 0.226
Cl 3.6115 0.3291 2.4139 -0.327
H 6.2838 9.9226 -4.6728 0.234
H -2.3573 -11.5777 -6.0775 0.354
O 6.8928 8.5227 -1.2638 -0.419
C -6.0072 -8.6387 -2.1324 -0.167
H -2.4948 -4.7969 -1.8104 0.460
H -1.7701 5.5741 2.0801 0.273
H 3.6644 4.6643 2.1743 0.164
H -6.0745 -2.4389 -0.9948 0.293
Al 0.3203 3.2442 3.5947 -0.258
H 0.3092 5.8765 3.9699 0.301
N 2.9313 5.3466 2.0296 -0.334
C -1.3964 4.6830 1.5698 -1.124
H -1.7475 -7.1870 -1.3031 0.317
H -2.3153 -1.1166 2.4595 0.442
H -2.6537 -12.0168 -4.3896 0.292
P -4.0175 -8.1716 -3.8058 1.082
H -6.9796 -9.0445 -2.4142 0.387
H -4.0195 -9.7991 -5.9813 0.346
H 0.5135 5.0087 5.4733 0.337
H -2.0544 4.4587 0.7250 0.354
O 6.9994 6.2184 -1.2383 -0.438
H 1.4705 -0.9629 3.4093 0.467
H -6.1830 -4.7051 0.1729 0.171
C 0.8553 5.0453 4.4333 -0.643
H 2.3230 7.0541 3.1302 0.436
H 1.3851 0.4543 4.4747 0.248
H 4.7730 7.2714 -4.4260 0.353
```

E, eV: -103766.765
Orbital gap, eV: 5.83
Total charge: -1
LUMO, hartree: 0.0408